No. 1
The following is a DFT calculation (ωB97M-V/def2-TZVPD) of C11H13ClN2O2S in the gas phase.

```
30
Properties=species:S:1:pos:R:3
H -0.6859 -1.7899 0.2631
C 1.5122 -1.4840 2.2346
C 0.3419 -1.6512 -0.0900
H 0.4625 -4.8201 -0.9020
H -0.9995 1.3195 -0.6862
C 0.9796 -3.0451 -0.2847
N -1.4191 3.8140 -0.3117
O 0.1646 -3.9331 -1.0576
H 1.7106 3.4312 0.8734
C -0.2461 3.1946 0.0032
Cl -0.6221 7.6463 0.6888
C -0.5779 5.8798 0.5229
H 0.6706 1.6344 -1.0142
H 0.6307 -1.3867 2.8876
C -1.5936 5.1270 -0.0652
H 2.2389 -3.4184 2.9088
C 1.1649 -0.7940 0.8887
O 1.5914 -4.8610 1.2732
C 0.7717 3.8955 0.6140
H 1.4137 5.8307 1.3447
C -0.0949 1.7302 -0.2612
H 2.1113 -0.5713 0.3569
C 1.4286 -3.6700 1.0808
H 0.2487 -1.1658 -1.0491
H 1.8876 -2.9372 -0.8920
N 1.9530 -2.8709 2.0596
H 2.3286 -0.9385 2.7173
S 0.4097 0.8622 1.3115
H -2.5062 5.5779 -0.4328
C 0.5995 5.2691 0.8930
```

Results
2S+1: 1
gap between HOMO and LUMO: 0.354 Eh
HOMO energy: -9.13 eV
relative energy (zero: lowest compared OMol25 entry of this formula, charge and spin): 13.0 kJ/mol

No. 2
The following is a DFT calculation (ωB97M-V/def2-TZVPD) of a molecular structure, C66H56BrN7OReSi2.

```
134
Properties=species:S:1:pos:R:3
H 1.5762 -1.4464 -4.8860
H 5.4020 -2.6289 -0.8876
H 0.3627 3.6010 3.3011
Re 0.1561 0.0411 -0.4276
H -2.7494 0.1757 -4.8126
C 1.2126 2.9928 -0.6317
H 3.7767 3.7292 5.8483
H 0.4665 -3.5434 3.5524
H 4.9270 -0.2205 -3.9637
H 1.8799 4.8637 4.7299
C -1.2001 5.9605 1.6801
C 3.2287 4.3153 0.7070
H -1.4417 5.2754 2.4812
H -2.5312 -7.9953 2.5853
H 0.9894 -1.1664 4.5808
H -1.5325 -3.8966 3.1252
C -0.2294 -2.3433 -7.6030
C -6.8225 2.1788 -0.7600
H -1.1602 2.2225 -2.7431
O 1.6499 1.0577 0.6001
C -0.2674 -3.4294 0.7614
H 1.8921 -1.3083 -2.1793
H 4.2545 0.2595 1.4645
C 2.4017 1.0814 4.2463
C -6.9122 3.5632 -0.7574
H 4.3923 2.4179 -3.5114
C 2.4060 5.0377 -0.1305
C -0.4357 2.8219 -2.2182
C -0.0930 -2.1589 -2.5426
H -5.8197 5.4078 -0.6681
H -2.6885 8.2408 -0.3439
C -2.3444 1.7905 0.6630
C 0.3542 -4.1355 -1.6118
C -2.1964 6.7292 1.0950
C 1.4670 1.3754 -4.1685
C -3.1022 1.6444 -0.4887
C 0.0351 -2.4046 1.6752
C -2.5815 0.2933 -3.7568
C -5.5834 1.5643 -0.6755
C 3.2793 1.8051 5.0340
H 0.6697 -5.1453 -1.4265
Si 3.5299 -1.0653 -0.5012
C -1.6406 2.4585 2.6817
N 0.1727 -1.0783 1.3579
H 3.6786 -0.1215 -5.1944
C -1.6658 -6.9891 0.8931
H -0.8797 4.5831 -3.3678
C 0.5214 -0.4310 2.5238
N 0.2983 2.2331 -1.3016
C -4.5186 3.7139 -0.5680
H -7.7181 1.5756 -0.8309
C 4.7403 -2.0734 -1.5566
C 1.2849 1.6894 3.6570
C -0.5524 -1.6688 -4.9108
C -1.5106 -0.2839 -3.0175
C -4.4212 2.3264 -0.5763
C -2.6828 2.5665 1.8121
C 0.8762 -2.0317 -6.8255
C -1.4679 -4.7777 2.5097
H 3.6039 2.4481 1.7219
H -2.4539 -5.9490 3.9934
H 1.6686 1.0551 -5.1920
H -2.3590 -2.5992 -7.6259
C -3.3418 0.9885 -2.8665
H 3.4212 2.9758 -2.1544
C 2.1236 -0.4146 -1.5874
C 1.9759 2.2913 0.3478
C 3.0846 3.1637 5.2388
C -0.0124 -3.1709 -0.5976
N -0.1405 -1.9426 -1.1825
C -1.0969 -5.8220 0.4116
H 4.1360 1.3081 5.4700
C -2.6916 0.9073 -1.5997
C 0.3307 -3.5062 -2.8046
C 0.7284 -1.3879 3.5607
C -0.5936 7.7623 -0.3400
H -0.1067 -2.5990 -8.6473
H 4.2264 -2.7988 -2.1914
C 0.3858 -2.5965 3.0519
H -3.6041 3.1077 1.9524
C 1.1438 3.0731 3.8255
H 3.9745 -2.8049 1.1415
H -1.7882 -7.8286 0.2210
C -5.7589 4.3278 -0.6627
H 3.7013 -1.4703 -4.0548
Br -3.9746 6.5679 1.7243
N 1.7496 7.2695 -0.2223
C 3.9219 2.1036 -2.5752
C 3.8673 -0.3972 -4.1540
H -0.3321 8.4825 -1.1046
C -2.1036 -7.0778 2.2041
H -5.5080 0.4839 -0.6790
N -1.1283 1.1804 0.8636
H 0.4547 1.0642 -3.9256
H -7.8783 4.0450 -0.8302
C 0.7145 -1.6991 -5.4897
C -1.6549 -2.0052 -5.6946
H 5.3681 -1.4574 -2.1989
N -1.5504 0.1381 -1.7171
C -1.9058 7.6323 0.0868
H -4.2509 1.5319 -3.0599
H -0.8570 -5.7922 -0.6340
C -0.2765 4.1743 -2.5696
C 0.6542 4.9342 -1.9258
C 1.4107 4.3608 -0.8813
C 0.4111 6.9719 0.2048
C -2.0368 -5.9428 2.9946
H 1.8689 -2.0456 -7.2566
H 4.7211 1.8161 -1.8934
C 0.1020 6.0816 1.2341
H 4.0225 4.8509 1.2126
H 4.6918 1.1507 0.0133
C 0.4168 0.9515 2.7252
H 0.5260 -3.9215 -3.7786
H 2.6366 -1.8148 1.7123
N 2.6647 6.4280 -0.1953
H 0.8826 5.5027 1.7096
H -3.6182 4.3132 -0.5031
C 2.9992 2.9687 0.9952
C -0.6700 -1.3240 -3.4715
H 2.3585 -3.0685 0.4954
H 5.6307 -0.2604 0.4875
Si 2.7809 0.6638 -2.9979
C 2.0187 3.7959 4.6183
H 1.4947 2.4667 -4.1567
C 3.0547 -2.3016 0.8323
C -0.6925 1.5694 2.0793
H 2.6169 0.0422 4.0517
C 4.6202 0.1548 0.4410
C -0.8913 -4.7015 1.2309
H -2.6389 -2.0453 -5.2467
H -1.5757 2.8617 3.6782
H 0.8389 5.9556 -2.2375
C -1.4939 -2.3351 -7.0317
```

Results
2S+1: 2
gap between HOMO and LUMO (spin up / spin down): 0.175 / 0.195 Eh
HOMO energy (spin up / spin down): -6.26 / -6.85 eV
relative energy (zero: lowest compared OMol25 entry of this formula, charge and spin): 21.5 kJ/mol

No. 3
The following is a DFT calculation (ωB97M-V/def2-TZVPD) of a molecular structure, C37H28N7OS2V.

```
76
Properties=species:S:1:pos:R:3
H -11.2271 -1.0355 1.6745
C 0.8950 -0.7292 -4.5757
C 6.4285 2.8917 3.2436
H 5.4319 1.1633 3.9824
H -1.0150 4.2898 0.4963
C -2.4676 -1.3374 0.5044
H 0.9542 -4.5279 0.5363
H -11.9171 -2.1480 0.5512
N 4.2766 -0.4129 -1.2235
O -9.9767 -2.4852 0.8608
C -6.9266 -0.4795 0.3640
H 6.2830 -0.3519 -1.6593
H 3.4880 -2.2556 -1.7781
C 4.0520 0.0717 -2.6146
N 7.6361 3.4488 5.4374
C 4.6490 1.7395 2.1100
H -8.1548 -3.9457 1.2425
H -8.9939 -0.2561 -0.2310
C -0.7443 -3.1053 0.6343
H 5.8349 1.0479 -0.7054
C 1.5754 -2.4993 0.4083
C 0.3427 0.3944 -2.5492
H 0.7371 -1.1594 -5.5687
N 8.0694 5.7595 1.8134
N -4.0595 0.0960 0.8028
H 4.2440 1.1657 -2.5559
C 1.6804 0.3378 -2.0836
C -1.9721 2.3326 0.5157
C -1.1195 -1.8107 0.4483
H 2.6727 -2.6541 0.4253
H -0.3818 0.8451 -1.9198
H -1.0906 -0.1658 -4.0076
V 2.5399 0.4862 -0.0731
N 1.2429 -1.2113 0.2977
S 3.4370 0.4702 2.1545
C -0.2932 0.5593 0.2956
C 4.3940 -1.9344 -1.3181
C 7.4722 4.7683 1.9542
C 5.7516 3.5090 0.9528
C -0.0675 -0.8202 0.3350
H 5.9162 -0.5438 0.0550
C -8.7019 -2.0377 0.8051
C 7.1185 3.1822 4.4504
C -1.6516 0.9754 0.4549
C -11.0686 -1.5936 0.7672
H 2.9868 -0.9295 -4.9564
H 1.2815 3.3851 0.3098
C 2.2920 -0.5716 -4.2210
C 2.6395 -0.0996 -3.0513
C -0.0455 -0.2145 -3.7614
H 5.7148 4.2936 0.1544
C -2.6809 0.0338 0.5311
C 5.6485 -0.0381 -0.8719
C -6.0008 -1.4286 0.9059
C 4.7398 2.5152 0.8955
S 3.6338 2.5361 -0.4316
C -0.9508 3.1865 0.4057
C 0.6073 -3.4936 0.4976
C -4.5675 -1.1345 0.7804
N 0.6753 1.4678 0.2240
H -6.5216 0.5029 0.0072
H -3.0242 2.5198 0.6805
C 0.4326 2.7541 0.2438
H -1.5065 -3.8753 0.7933
C -8.2570 -0.7943 0.3259
H -10.9438 -0.8769 -0.0510
C -7.7464 -2.9899 1.1497
H -5.6328 -3.4537 1.4407
H -4.6432 0.8652 0.8542
C 6.5746 3.6619 2.0808
H 5.1720 -2.2085 -2.0269
H 4.6353 -2.3501 -0.3731
C 5.4652 1.8937 3.2264
N -3.6106 -2.0360 0.5894
C -6.4007 -2.7041 1.2161
H 4.7392 -0.4511 -3.2782
```

Results
2S+1: 3
gap between HOMO and LUMO (spin up / spin down): 0.236 / 0.233 Eh
HOMO energy (spin up / spin down): -7.44 / -7.47 eV
relative energy (zero: lowest compared OMol25 entry of this formula, charge and spin): 26.0 kJ/mol

No. 4
The following is a DFT calculation (ωB97M-V/def2-TZVPD) of 2 unconnected molecules or ions with the total composition C7H10N2O2.

```
21
Properties=species:S:1:pos:R:3
C 1.1215 -2.0393 0.1775
C 0.5876 -0.8000 -0.0949
H 2.1139 -2.3451 -1.7546
H -1.5237 3.8678 2.1288
C 1.6749 -2.8173 -0.9095
H -0.4837 1.3110 -0.8311
N -1.2802 3.7322 -2.1579
H 2.5984 -3.3395 -0.5212
H -2.9460 3.1297 1.1936
H 1.8785 -3.0938 1.9413
H 0.9568 -3.5781 -1.2304
O -1.6622 4.9611 -2.0143
H 0.6314 -1.7554 2.1634
N -0.0331 -0.0371 0.7001
O -1.6022 3.2947 -3.3229
C -1.8075 2.9980 1.4966
C -1.1067 2.1692 0.8479
H 0.1197 -3.4616 1.6702
C -0.5915 1.1085 0.2675
H 0.4675 -0.6746 -1.2870
C 0.8867 -2.6303 1.5370
```

Results
2S+1: 1
gap between HOMO and LUMO: 0.190 Eh
HOMO energy: 0.74 eV
relative energy (zero: lowest compared OMol25 entry of this formula, charge and spin): 16.4 kJ/mol
charge: -2

No. 5
The following is a DFT calculation (ωB97M-V/def2-TZVPD) of 2 unconnected molecules or ions with the total composition C2H7OS.

```
11
Properties=species:S:1:pos:R:3
H 2.4320 1.6015 0.0328
H -1.2178 -0.0014 0.9880
C -0.9404 0.9065 0.3791
H 2.5261 0.0029 0.5695
C 1.8131 0.7173 0.0987
H -0.6126 -2.3885 0.1273
S 0.4235 0.4679 -0.7610
H -0.6476 1.8486 0.9521
H -1.7226 1.3203 -0.2010
H -1.5283 -1.3295 0.7370
O -1.4052 -2.2854 0.7630
```

Results
2S+1: 1
gap between HOMO and LUMO: 0.203 Eh
HOMO energy: -1.48 eV
relative energy (zero: lowest compared OMol25 entry of this formula, charge and spin): 280.9 kJ/mol
charge: -1

No. 6
The following is a DFT calculation (ωB97M-V/def2-TZVPD) of a molecular structure, C42H51ClCrNO3S3.

```
102
Properties=species:S:1:pos:R:3
C -2.5386 -0.3381 -0.6633
C 0.3740 -6.0117 2.5270
H 0.9319 0.7359 4.0098
H 4.6442 -1.1419 3.0306
H -3.0369 -3.2854 0.8649
C 2.3226 -4.7247 -2.8786
H 6.1249 -1.1350 1.5961
C 4.3198 -1.7657 0.5066
H -3.1102 0.5850 -0.6673
C 3.3162 -1.0210 1.4001
H 1.5135 0.3568 6.1181
H 0.4225 -7.0209 2.9127
C -1.8140 -4.0186 -0.7317
H 5.6290 -0.0406 0.3001
C 3.4113 0.0524 5.0847
H -2.6841 5.2149 4.5862
H 1.1438 -4.8713 4.2374
C -4.1031 -4.4000 -0.7393
C -2.1679 2.7396 3.3971
H 2.9201 1.0287 6.9432
H -3.9855 3.0951 -0.8700
C 1.1186 -0.0427 2.0180
H -0.4820 -6.3997 0.5179
Cr -0.5339 -0.3179 -0.2927
C 2.8611 -0.1379 3.6746
H 4.6580 1.7480 4.5363
H -1.1503 2.0162 5.9011
H -0.2928 3.8557 -1.1045
H 6.3924 -1.5914 -0.0855
C 3.6044 -1.3273 5.7314
H 5.1363 0.9505 6.0443
C 2.4642 0.8706 5.9632
H 4.7121 -2.3926 -1.5043
C 4.4340 -3.2088 1.0240
H 3.4755 -3.7247 0.9359
C 1.5995 0.2471 3.3176
Cl -1.8336 -0.5371 -2.3500
O -0.5053 -2.2144 0.1050
O 1.5927 -0.5432 -0.2141
H 4.7338 -3.2342 2.0739
C -3.3856 4.4230 4.8570
N -0.1079 0.1944 1.5762
H -2.5466 6.0116 0.9729
H 0.2088 -2.1594 -2.7012
C -3.0197 3.4245 -1.2635
H -3.2230 6.0352 -0.6586
C -1.1867 2.0939 0.8123
C 1.7626 -3.5849 -3.3674
H 2.6537 -1.8624 5.7762
H -0.3546 5.2640 -0.0319
C -0.4373 -3.5272 -0.2588
H -4.5995 2.0019 4.4326
S -2.0654 -4.9038 -2.1792
H -0.8102 3.7151 5.5675
H -3.3444 0.9865 5.1419
C -0.9095 4.6906 -0.7788
C -3.0591 5.4074 0.2207
H -3.2075 4.0785 -2.1204
H -4.2497 4.4910 4.1938
H 2.2545 1.8472 5.5230
C 5.6970 -1.0903 0.5929
O -0.7025 1.6903 -0.3525
H -4.0381 5.1242 0.6148
C 2.0148 -0.5754 0.9845
C 3.6699 -0.7944 2.7072
H 4.3056 -1.9379 5.1601
H 5.5137 0.2060 4.4901
C -1.9441 3.2624 0.9992
C -1.5998 3.0075 5.8282
H 3.9920 -1.2229 6.7487
C 0.5912 -3.7942 -1.3674
C -3.7788 1.9874 5.1525
H -3.1446 -1.2171 -0.4703
H 2.9840 -2.3322 -1.1215
H -3.7335 4.6102 5.8758
H 2.0519 -3.1250 -4.3020
C 3.9362 -1.8319 -0.9735
H -1.2086 0.8962 4.0140
C -3.7486 -5.0231 -1.8986
H 3.1076 -5.3228 -3.3132
C -0.9203 1.2865 1.9471
H -1.9865 3.2690 6.8173
H 5.1752 -3.7605 0.4384
H 3.8579 -0.8396 -1.4169
H -1.1049 5.3420 -1.6363
H -2.9930 4.4420 2.4273
C -0.0625 -4.3363 0.9844
C -1.4073 1.5834 3.2005
C 4.7615 0.7806 5.0314
C -2.9892 -3.8284 -0.0690
C -2.7269 3.0447 4.7862
C 0.7682 -3.0589 -2.5002
C -0.1063 -5.6774 1.2303
H -4.3856 -5.5276 -2.6070
H -5.1210 -4.3441 -0.3788
C -2.4110 3.5430 2.2887
C 0.7540 -4.9088 3.2321
S 0.5285 -3.4688 2.3376
C -2.2340 4.1852 -0.1857
H -4.1876 2.1745 6.1502
S 1.6568 -5.1487 -1.3634
H -2.4631 2.5527 -1.6021
```

Results
2S+1: 5
gap between HOMO and LUMO (spin up / spin down): 0.235 / 0.228 Eh
HOMO energy (spin up / spin down): -4.01 / -4.65 eV
relative energy (zero: lowest compared OMol25 entry of this formula, charge and spin): 59.6 kJ/mol
charge: -1

No. 7
The following is a DFT calculation (ωB97M-V/def2-TZVPD) of a gas-phase ion, C6H10N (charge +1).

```
17
Properties=species:S:1:pos:R:3
C -2.3240 0.6388 -0.4872
H 3.1360 2.6356 -0.5851
C -1.2498 0.4939 0.6667
C -0.1323 -0.4348 0.4190
H 1.8819 -2.3607 0.3951
H 2.2033 -1.6169 -1.1074
H -2.7918 -0.3041 -0.9427
N 1.7729 0.9217 0.0007
H -0.9050 1.4959 0.7072
C 2.1605 -1.3803 -0.0977
C 2.5434 1.7785 -0.1508
H -0.3100 -1.4813 0.6745
C 1.2014 -0.2788 0.1629
H -3.0783 1.4400 -0.0427
H -1.7228 0.0870 1.6515
H -1.7196 1.1306 -1.2896
H 3.3084 -1.2858 0.1840
```

Results
2S+1: 1
gap between HOMO and LUMO: 0.326 Eh
HOMO energy: -14.08 eV
relative energy (zero: lowest compared OMol25 entry of this formula, charge and spin): 209.3 kJ/mol
charge: +1

No. 8
The following is a DFT calculation (ωB97M-V/def2-TZVPD) of C4H4N2 in the gas phase.

```
10
Properties=species:S:1:pos:R:3
H -2.3272 -0.5197 0.0611
H -1.2477 1.7304 0.3584
N -0.6154 -1.6021 0.0862
H 1.0957 1.7034 -0.4531
C -1.2618 -0.4445 0.0813
C 1.3303 -0.4391 -0.1084
C 0.6004 0.7895 -0.2010
C -0.7068 0.8208 0.1502
N 0.7081 -1.5874 0.0420
H 2.4244 -0.4513 -0.0168
```

Results
2S+1: 1
gap between HOMO and LUMO: 0.363 Eh
HOMO energy: -9.39 eV
relative energy (zero: lowest compared OMol25 entry of this formula, charge and spin): 135.7 kJ/mol

Question: Which of these has the highest 2S+1?
Answer: C42H51ClCrNO3S3

Question: Which value of 2S+1 does entry 6 give?
Answer: 5

Question: Among the records above, which one has the highest relative energy (zero: lowest compared OMol25 entry of this formula, charge and spin)?
Answer: C2H7OS